[1]
The following is a quantum chemistry calculation of C35H59N5OPtTe as an isolated structure in a non-equilibrium geometry, from the OMol25 dataset.

The geometry in ORCA input format:
```
! wB97M-V def2-TZVPD RIJCOSX def2/J DEFGRID3
* xyz 1 2
Pt 0.143 -0.063 -0.556
C 2.836 -2.695 -0.666
C 1.446 -3.133 -1.146
N 0.332 -2.556 -0.403
C 0.084 -3.105 0.919
C -0.847 -2.175 1.692
N -0.229 -0.866 1.860
C -1.052 0.030 2.659
C -0.263 1.221 3.198
C 0.006 2.301 2.149
N 0.822 1.842 1.026
C 2.238 1.714 1.353
C 2.990 0.958 0.257
N 2.400 -0.360 0.056
C 3.159 -1.212 -0.857
H 3.563 -3.264 -1.249
H 2.981 -2.966 0.384
H 1.409 -4.234 -1.114
H 1.325 -2.808 -2.182
H -0.511 -2.657 -0.967
H 1.032 -3.202 1.456
H -0.380 -4.101 0.872
H -1.085 -2.636 2.667
H -1.778 -2.043 1.132
H 0.649 -0.998 2.360
H -1.493 -0.515 3.512
H -1.870 0.388 2.020
H 0.675 0.870 3.641
H -0.842 1.681 4.000
H 0.480 3.160 2.650
H -0.952 2.630 1.737
H 0.728 2.533 0.286
H 2.333 1.156 2.289
H 2.712 2.696 1.504
H 4.052 0.875 0.544
H 2.934 1.505 -0.690
H 2.341 -0.830 0.956
H 4.240 -1.075 -0.690
H 2.934 -0.907 -1.881
C -0.578 -1.718 -4.719
C -0.075 -0.516 -3.899
C 1.439 -0.396 -4.118
C -0.750 0.779 -4.424
C -0.468 -0.726 -2.477
H -0.239 -1.646 -5.750
H -1.664 -1.761 -4.717
H -0.198 -2.650 -4.304
H 1.640 -0.126 -5.154
H 1.931 -1.343 -3.914
H 1.866 0.367 -3.470
H -1.106 0.647 -5.442
H -0.046 1.604 -4.408
H -1.590 1.044 -3.789
H -1.442 -1.212 -2.377
C -0.356 3.167 -1.886
C -1.595 2.650 -1.178
O -2.512 3.478 -0.911
N -1.724 1.387 -0.904
Te -3.816 1.478 -0.154
C -4.148 -0.574 -0.672
C -4.099 -0.980 -2.005
C -4.136 0.001 -3.132
C -4.068 -2.340 -2.299
C -4.094 -3.296 -1.297
C -3.967 -4.754 -1.609
C -4.231 -2.868 0.019
C -4.277 -1.521 0.344
C -4.493 -1.108 1.765
C -5.838 1.860 0.842
C -5.870 2.197 2.186
C -4.619 2.389 2.988
C -7.111 2.360 2.796
C -8.289 2.239 2.075
C -9.624 2.407 2.732
C -8.213 1.986 0.709
C -6.993 1.803 0.075
C -6.921 1.573 -1.402
H -0.643 3.404 -2.910
H 0.436 2.415 -1.908
H -0.035 4.091 -1.404
H -3.824 0.990 -2.783
H -5.152 0.076 -3.525
H -3.493 -0.316 -3.949
H -4.022 -2.651 -3.334
H -3.982 -4.932 -2.680
H -4.774 -5.315 -1.145
H -3.032 -5.142 -1.208
H -4.298 -3.602 0.810
H -4.193 -1.896 2.453
H -5.550 -0.896 1.924
H -3.935 -0.199 1.989
H -3.771 2.558 2.318
H -4.417 1.515 3.608
H -4.720 3.250 3.645
H -7.148 2.601 3.849
H -9.525 2.462 3.813
H -10.276 1.572 2.478
H -10.107 3.320 2.384
H -9.123 1.947 0.124
H -7.845 1.881 -1.884
H -6.756 0.516 -1.616
H -6.094 2.151 -1.822
*
```

## Properties
* LUMO (alpha / beta): -0.136 / -0.152 Ha

[2]
The following is a quantum chemistry calculation of a 5-piece molecular cluster, C35H60Br2I2N4O6 overall in a non-equilibrium geometry, from the OMol25 dataset.

The geometry in ORCA input format:
```
! wB97M-V def2-TZVPD RIJCOSX def2/J DEFGRID3
* xyz 0 1
C 2.213 -2.110 -1.899
C 1.157 -1.088 -1.301
C 0.058 -1.737 -0.345
C 0.792 -2.666 0.695
C 2.069 -2.028 1.387
C 3.416 -2.844 1.181
I 1.706 -2.016 3.570
C -0.703 -2.684 -1.376
O -0.450 -3.797 -1.724
O -1.835 -2.009 -1.824
C -2.096 -0.784 -1.103
C -1.869 0.352 -2.238
Br -1.671 -0.555 -4.026
C -3.092 1.359 -2.386
C -4.106 1.020 -3.547
Br -2.489 3.252 -2.619
C -1.151 -0.811 0.188
C -0.419 0.523 0.618
C -1.243 1.509 1.538
C -2.675 1.876 1.011
I -3.832 2.543 2.759
C -1.993 -1.422 1.389
C -2.861 -2.661 1.018
C -2.419 -4.048 0.953
C -3.376 -5.118 0.625
C -4.795 -4.866 0.365
C -5.242 -3.476 0.412
C -6.721 -3.022 0.114
C -4.297 -2.426 0.743
H 1.985 -3.186 -1.717
H 2.430 -1.893 -2.982
H 3.194 -1.912 -1.372
H 0.678 -0.584 -2.191
H 1.775 -0.260 -0.803
H 0.124 -3.018 1.527
H 1.139 -3.617 0.200
H 2.269 -0.962 1.134
H 3.833 -3.137 2.182
H 3.300 -3.714 0.491
H 4.163 -2.141 0.725
H -3.172 -0.599 -0.821
H -0.936 0.954 -2.136
H -3.716 1.371 -1.448
H -5.029 1.639 -3.329
H -3.760 1.337 -4.558
H -4.460 -0.047 -3.507
H 0.476 0.200 1.227
H -0.005 1.140 -0.232
H -0.661 2.473 1.602
H -1.302 1.052 2.566
H -2.697 2.641 0.198
H -3.242 0.980 0.641
H -2.712 -0.675 1.835
H -1.277 -1.654 2.232
H -1.362 -4.320 1.159
H -3.015 -6.176 0.577
H -5.538 -5.659 0.135
H -6.952 -2.110 0.727
H -7.460 -3.847 0.249
H -6.723 -2.667 -0.958
H -4.648 -1.360 0.799
C 1.721 -7.725 0.623
C 0.431 -7.160 1.155
O 0.303 -5.973 1.419
N -0.612 -8.013 1.341
C -0.663 -9.439 1.091
H 2.452 -6.924 0.531
H 2.116 -8.476 1.310
H 1.563 -8.164 -0.364
H -1.439 -7.559 1.699
H -1.456 -9.636 0.366
H -0.906 -9.946 2.027
H 0.279 -9.821 0.708
C 3.840 3.172 -1.537
C 2.378 2.953 -1.271
O 1.935 1.871 -0.881
N 1.530 3.987 -1.466
C 1.824 5.333 -1.914
H 4.383 2.251 -1.333
H 3.996 3.441 -2.585
H 4.234 3.960 -0.880
H 0.568 3.757 -1.262
H 1.493 6.026 -1.141
H 1.254 5.517 -2.824
H 2.883 5.484 -2.111
C -2.421 6.061 0.125
C -1.702 6.955 -0.852
O -0.969 6.506 -1.723
N -1.887 8.297 -0.745
C -2.706 9.018 0.209
H -2.172 5.023 -0.088
H -2.108 6.289 1.146
H -3.500 6.185 0.024
H -1.374 8.827 -1.433
H -3.448 9.600 -0.342
H -2.066 9.703 0.768
H -3.212 8.351 0.900
C 5.931 2.314 1.424
C 6.359 3.695 0.996
O 5.739 4.339 0.160
N 7.471 4.222 1.570
C 8.337 3.628 2.569
H 5.031 2.033 0.880
H 6.713 1.589 1.195
H 5.706 2.303 2.492
H 7.694 5.147 1.233
H 8.349 4.276 3.447
H 9.348 3.568 2.161
H 8.005 2.635 2.858
*
```

## Properties
* LUMO: 0.016 Ha

[3]
The following is a quantum chemistry calculation of C35H60Ge2N2S3SbSi3Tl as an isolated structure in a non-equilibrium geometry, from the OMol25 dataset.

The geometry in ORCA input format:
```
! wB97M-V def2-TZVPD RIJCOSX def2/J DEFGRID3
* xyz 1 2
Tl 0.505 -0.194 0.099
C 1.301 -5.106 -1.223
C 1.218 -3.804 -0.481
S 0.939 -2.452 -1.490
C 1.328 -3.745 0.890
C 1.559 -4.966 1.732
S 1.222 -2.298 1.795
H 1.157 -4.926 -2.286
H 0.527 -5.792 -0.878
H 2.271 -5.579 -1.074
H 1.598 -5.880 1.149
H 0.767 -5.055 2.476
H 2.498 -4.852 2.276
N -0.691 1.330 3.385
C 0.454 0.631 3.554
S 1.729 0.994 2.517
N 0.460 -0.260 4.547
C 1.375 -1.265 4.908
C 2.725 -1.236 4.587
C 3.538 -2.277 5.002
C 3.026 -3.324 5.751
C 1.681 -3.339 6.083
C 0.856 -2.316 5.662
H -0.646 2.127 2.769
H -1.410 1.329 4.094
H -0.422 -0.355 5.041
H 3.129 -0.415 4.018
H 4.583 -2.268 4.737
H 3.671 -4.126 6.076
H 1.273 -4.148 6.671
H -0.201 -2.331 5.898
C -5.206 1.731 0.321
Ge -3.226 1.496 0.303
C -2.514 1.686 -1.558
C -2.443 3.087 1.237
Ge -2.148 -0.673 0.976
C -2.724 -2.043 -0.353
C -3.479 -1.640 -1.450
C -3.762 -2.516 -2.481
C -3.298 -3.819 -2.428
C -2.573 -4.243 -1.327
C -2.282 -3.361 -0.303
C -2.596 -1.307 2.807
C -2.115 -2.516 3.289
C -2.464 -2.960 4.552
C -3.300 -2.195 5.349
C -3.778 -0.981 4.883
C -3.418 -0.538 3.623
H -5.442 2.689 -0.132
H -5.604 1.726 1.330
H -5.703 0.949 -0.243
H -1.892 2.574 -1.614
H -3.303 1.779 -2.298
H -1.899 0.826 -1.824
H -2.808 3.991 0.757
H -1.357 3.085 1.159
H -2.727 3.140 2.283
H -3.863 -0.629 -1.490
H -4.338 -2.178 -3.330
H -3.502 -4.500 -3.239
H -2.224 -5.264 -1.276
H -1.699 -3.705 0.541
H -1.454 -3.111 2.676
H -2.081 -3.904 4.911
H -3.583 -2.546 6.330
H -4.445 -0.392 5.496
H -3.785 0.414 3.257
C 1.268 4.822 -4.459
Si 0.069 4.133 -3.152
C -1.586 3.820 -4.061
C -0.185 5.354 -1.708
Sb 1.316 1.995 -2.089
Si 1.387 0.300 -4.133
C 1.532 1.265 -5.770
C 2.894 -0.826 -3.871
C -0.307 -0.573 -4.061
Si 3.671 2.866 -1.178
C 4.675 1.271 -0.911
C 4.427 4.028 -2.488
C 3.325 3.791 0.454
H 0.886 5.757 -4.856
H 1.375 4.135 -5.291
H 2.258 5.018 -4.066
H -1.724 4.589 -4.818
H -2.442 3.866 -3.396
H -1.603 2.858 -4.564
H -0.748 6.225 -2.034
H 0.769 5.703 -1.326
H -0.729 4.896 -0.886
H 2.397 1.920 -5.778
H 0.649 1.865 -5.962
H 1.642 0.574 -6.599
H 3.819 -0.339 -4.166
H 2.794 -1.735 -4.454
H 2.980 -1.124 -2.831
H -1.126 0.117 -4.248
H -0.468 -1.031 -3.089
H -0.368 -1.370 -4.797
H 4.870 0.757 -1.849
H 4.130 0.589 -0.261
H 5.631 1.475 -0.439
H 4.405 3.588 -3.479
H 5.461 4.256 -2.257
H 3.895 4.972 -2.527
H 2.954 3.108 1.213
H 2.590 4.580 0.325
H 4.229 4.248 0.845
*
```

## Properties
* LUMO (alpha / beta): -0.145 / -0.149 Ha
* ΔE to the lowest compared entry with this formula, charge and spin: 60.0 kJ/mol

[4]
The following is a quantum chemistry calculation of C35H61N4O12PS4 as an isolated structure in a non-equilibrium geometry, from the OMol25 dataset.

The geometry in ORCA input format:
```
! wB97M-V def2-TZVPD RIJCOSX def2/J DEFGRID3
* xyz 0 1
C 1.036 3.825 1.529
C 1.811 4.243 0.234
C 2.773 3.069 -0.024
S 3.581 2.742 1.564
O 4.720 3.674 1.671
O 3.699 1.273 1.751
C 2.089 3.352 2.537
H 0.135 3.248 1.320
H 0.590 4.726 1.949
H 2.416 5.106 0.512
H 1.133 4.500 -0.580
H 3.531 3.166 -0.801
H 2.302 2.117 -0.267
H 2.453 4.089 3.252
H 1.701 2.500 3.095
C -2.022 -2.125 -2.362
C -2.314 -3.246 -3.327
C -2.861 -2.664 -4.630
S -1.562 -1.306 -4.908
O -2.281 -0.171 -5.394
O -0.393 -1.845 -5.621
C -1.045 -1.201 -3.113
H -1.468 -2.437 -1.477
H -2.908 -1.647 -1.943
H -3.149 -3.774 -2.867
H -1.415 -3.848 -3.455
H -3.850 -2.207 -4.593
H -2.898 -3.306 -5.511
H -0.758 -0.218 -2.741
H -0.120 -1.776 -3.165
C 0.792 2.456 -3.288
C 0.876 3.571 -2.259
C -0.603 3.876 -1.710
S -1.779 3.399 -3.047
O -2.527 4.544 -3.549
O -2.513 2.185 -2.691
C -0.387 2.935 -4.187
H 0.537 1.525 -2.784
H 1.794 2.280 -3.681
H 1.353 4.460 -2.673
H 1.453 3.204 -1.411
H -0.708 4.926 -1.435
H -0.815 3.296 -0.812
H -0.051 3.800 -4.760
H -0.668 2.188 -4.929
C -0.580 -2.600 1.782
C -0.573 -1.227 1.086
C -1.214 -1.459 -0.264
S -2.747 -2.469 0.133
O -2.990 -3.468 -0.944
O -3.812 -1.563 0.570
C -1.902 -3.285 1.588
H -0.254 -2.535 2.820
H 0.189 -3.199 1.294
H 0.426 -0.827 0.914
H -1.234 -0.541 1.617
H -0.586 -2.078 -0.904
H -1.552 -0.610 -0.858
H -1.799 -4.302 1.210
H -2.593 -3.313 2.431
C 1.273 0.719 2.770
O 0.754 -0.304 3.642
P -0.414 0.038 4.798
O -0.236 1.348 5.492
O -1.908 -0.188 4.123
C -2.185 -1.528 3.757
O -0.165 -1.168 5.810
C -1.035 -1.399 6.955
H 2.363 0.729 2.800
H 0.967 1.716 3.084
H 1.068 0.623 1.703
H -2.491 -1.623 2.716
H -2.963 -1.850 4.450
H -1.392 -2.262 3.905
H -1.406 -2.420 7.042
H -1.884 -0.739 7.134
H -0.379 -1.230 7.809
N -3.474 0.412 1.525
C -3.226 0.533 2.883
C -2.273 1.569 3.096
C -1.959 2.029 1.807
C -2.668 1.329 0.831
H -4.051 -0.273 1.059
H -3.772 -0.133 3.535
H -1.971 1.981 4.048
H -1.226 2.817 1.719
H -2.608 1.279 -0.246
N 0.091 -4.294 -1.788
C 0.665 -3.602 -0.733
C 1.567 -2.709 -1.292
C 1.399 -2.724 -2.670
C 0.512 -3.744 -2.968
H -0.523 -5.095 -1.744
H 0.646 -3.996 0.272
H 2.204 -2.029 -0.746
H 1.960 -2.205 -3.434
H 0.189 -4.124 -3.926
N 3.942 -1.555 0.208
C 3.891 -1.540 -1.145
C 3.991 -0.197 -1.580
C 3.872 0.573 -0.402
C 3.879 -0.272 0.629
H 4.090 -2.381 0.769
H 3.981 -2.458 -1.707
H 4.086 0.115 -2.609
H 3.805 1.648 -0.329
H 4.058 -0.079 1.677
N 1.853 -0.173 -0.534
C 1.247 0.640 0.390
C -0.023 0.956 -0.046
C -0.147 0.412 -1.335
C 1.046 -0.240 -1.665
H 2.841 -0.375 -0.479
H 1.892 1.039 1.159
H -0.631 1.706 0.437
H -0.967 0.485 -2.035
H 1.385 -0.811 -2.517
*
```

## Properties
* LUMO: 0.002 Ha
* ΔE to the lowest compared entry with this formula, charge and spin: 2953.1 kJ/mol

> Number 2 is which compound?

C35H60Br2I2N4O6